Entry from the Open Molecules 2025 dataset: a 2-piece molecular cluster, CHF3O overall (ωB97M-V with the def2-TZVPD basis set).

```
6
Properties=species:S:1:pos:R:3:mulliken_charge:R:1
F -1.561 -0.449 -1.392 -0.16
F -1.946 1.517 0.340 -0.53
F -2.338 -1.005 0.634 -0.14
O -0.270 -0.433 0.486 -0.35
C -1.436 -0.336 -0.043 0.81
H 0.384 0.153 0.083 0.37
```

As for the HOMO energy: -12.01 eV. The electronic energy comes out at -11251.498 eV. For the largest force on an atom, the calculation gives 4.206 eV Å⁻¹. Its LUMO energy is -0.02 eV.

---

Entry from the Open Molecules 2025 dataset: a single CHF3O molecule (ωB97M-V with the def2-TZVPD basis set).

```
6
Properties=species:S:1:pos:R:3:mulliken_charge:R:1
F 1.135 -0.721 -0.066 -0.26
F 0.409 1.056 -1.073 -0.17
F 0.485 0.912 1.021 -0.23
O -1.055 -0.347 -0.080 -0.50
C 0.228 0.279 -0.105 0.83
H -1.201 -1.179 0.303 0.33
```

As for the HOMO energy: -12.70 eV. The electronic energy comes out at -11253.213 eV. For the largest force on an atom, the calculation gives 6.255 eV Å⁻¹. Its LUMO energy is 0.73 eV.